[1]
Computed, not measured: a gas-phase ion, C2H2NO3 (charge -1) in a non-equilibrium geometry, with ωB97M-V/def2-TZVPD.

For the HOMO-LUMO gap, the calculation gives 9.32 eV. Its SMILES is O=CNC(=O)[O-]. As for the energy above the lowest of the compared OMol25 structures with the same formula, charge and spin: 5.3 kJ/mol. For the total energy, the calculation gives -9741.59739 eV. As for the charge: -1.

Element x y z (Å)
1 O 1.13302 -1.82791 -0.96169
2 C 0.84530 -0.69658 -0.58093
3 N -0.30002 -0.38633 0.04778
4 C -0.63817 0.98893 0.63284
5 O 0.36058 1.66341 0.85884
6 O -1.84185 1.10608 0.82188
7 H 1.51091 0.15529 -0.75659
8 H -1.06976 -1.00288 -0.06212

Results of the Mulliken charge analysis, in e, for atoms 1 through 5: atom 1 (O): -0.650, atom 2 (C): 0.078, atom 3 (N): -0.131, atom 4 (C): 0.564, atom 5 (O): -0.683

[2]
Computed, not measured: C16H25NO2 in the gas phase, with ωB97M-V/def2-TZVPD.

For the HOMO-LUMO gap, the calculation gives 9.17 eV. Its SMILES is CC[C@H](C(=O)OCCN(CC)CC)c1ccccc1. As for the energy above the lowest of the compared OMol25 structures with the same formula, charge and spin: 48.8 kJ/mol. For the total energy, the calculation gives -22582.99230 eV.

Element x y z (Å)
1 C 2.65399 -1.97374 2.81091
2 C 2.06927 -1.36878 1.54101
3 C 0.62739 -1.84100 1.31549
4 C 0.05164 -1.33852 0.00329
5 O -0.66920 -1.98801 -0.70911
6 O 0.41344 -0.08146 -0.26127
7 C -0.11401 0.49532 -1.45559
8 C 0.67803 1.78430 -1.74156
9 N 0.55500 2.35068 -3.05885
10 C 1.13698 1.55291 -4.12276
11 C 1.50032 2.40867 -5.33294
12 C -0.70720 2.99614 -3.36629
13 C -1.83336 2.11781 -3.92530
14 C -0.30160 -1.38434 2.41850
15 C -0.96736 -2.31618 3.20367
16 C -1.81166 -1.90576 4.22060
17 C -2.00461 -0.55675 4.46167
18 C -1.35022 0.37896 3.67843
19 C -0.50536 -0.03144 2.66301
20 H 2.65735 -3.06000 2.75180
21 H 2.06688 -1.67921 3.67787
22 H 3.67710 -1.63485 2.95451
23 H 2.67523 -1.66417 0.68151
24 H 2.09067 -0.28109 1.60736
25 H 0.60462 -2.93442 1.26856
26 H -1.17976 0.69479 -1.30395
27 H -0.00650 -0.22469 -2.27355
28 H 1.73549 1.55616 -1.57174
29 H 0.38366 2.54519 -1.01352
30 H 0.48359 0.72693 -4.44582
31 H 2.05353 1.11040 -3.72349
32 H 2.07734 3.27236 -5.01421
33 H 2.09750 1.82356 -6.02788
34 H 0.61276 2.75505 -5.85472
35 H -1.05201 3.47788 -2.44830
36 H -0.49881 3.78973 -4.09128
37 H -2.06393 1.28956 -3.26153
38 H -1.56664 1.71521 -4.89898
39 H -2.72881 2.72306 -4.04426
40 H -0.82308 -3.37096 3.01954
41 H -2.32053 -2.64219 4.82512
42 H -2.66419 -0.23538 5.25416
43 H -1.49987 1.43374 3.85818
44 H -0.00452 0.70397 2.05104

Results of the Mulliken charge analysis, in e, for atoms 1 through 5: atom 1 (C): -1.363, atom 2 (C): -0.501, atom 3 (C): 0.296, atom 4 (C): -0.003, atom 5 (O): -0.621

[3]
Computed, not measured: a molecular structure, C46H57BClF4I2N4O2Ti in a non-equilibrium geometry, with ωB97M-V/def2-TZVPD.

For the HOMO-LUMO gap (alpha / beta), the calculation gives 5.69 / 5.99 eV. Its expectation value of S² is 2.02. As for the energy above the lowest of the compared OMol25 structures with the same formula, charge and spin: 225.2 kJ/mol. For the total energy, the calculation gives -122070.44314 eV. The spin multiplicity is 3. As for the charge: -1.

Element x y z (Å)
1 Ti 1.20425 0.23294 -0.37932
2 C -0.69833 3.46071 1.39915
3 C 0.57997 3.77870 2.15389
4 N 1.60675 2.73482 2.05399
5 C 2.10719 2.32852 3.36217
6 C 1.07549 1.61746 4.21495
7 C 2.72753 3.14362 1.23519
8 C 2.40113 3.52405 -0.20025
9 N 1.50324 2.61777 -0.90634
10 C 1.14112 3.00724 -2.13185
11 C 0.31563 2.13708 -2.87339
12 F 0.00468 0.97506 -2.21857
13 C -0.12532 2.33306 -4.15167
14 F -0.87083 1.39030 -4.74541
15 C 0.20395 3.48645 -4.84374
16 C 1.01943 4.37212 -4.16866
17 F 1.40753 5.50292 -4.79602
18 C 1.48674 4.16495 -2.88663
19 F 2.34541 5.10234 -2.40395
20 H -1.50712 4.12767 1.70937
21 H -0.99711 2.43011 1.59063
22 H -0.54701 3.56336 0.32696
23 H 0.35267 3.93958 3.21074
24 H 0.98227 4.73004 1.78686
25 H 2.52537 3.19370 3.90884
26 H 2.94407 1.64699 3.18616
27 H 0.58521 0.83272 3.63618
28 H 0.30945 2.29717 4.59197
29 H 1.55439 1.15559 5.08163
30 H 3.45528 2.32956 1.24210
31 H 3.23789 4.01119 1.69359
32 H 3.37271 3.56943 -0.71064
33 H 2.01477 4.54581 -0.21053
34 H -0.13222 3.66431 -5.85364
35 I 3.72365 0.95514 -4.33314
36 C 4.58499 -0.84331 -3.73566
37 I 2.95664 -2.43679 -1.66879
38 H 5.46904 -0.71378 -3.12535
39 H 4.62317 -1.57436 -4.53182
40 Cl 7.64086 -0.33015 2.82371
41 C 6.23465 -0.08018 1.81807
42 C 6.39748 0.50734 0.54549
43 C 5.32086 0.71627 -0.26814
44 C 4.02805 0.33166 0.15078
45 O 3.00943 0.48947 -0.62142
46 C 3.87202 -0.22593 1.44388
47 C 2.58223 -0.51257 1.95359
48 O 1.51483 -0.24460 1.35265
49 C 5.00169 -0.43777 2.26462
50 H 7.39032 0.78187 0.21375
51 H 5.42889 1.16375 -1.24885
52 H 2.47754 -0.96793 2.94056
53 H 4.87670 -0.87993 3.24638
54 C -3.53003 0.95377 3.03325
55 C -3.15315 -0.39709 2.41571
56 C -4.38414 -1.30978 2.52725
57 C -1.94918 -1.06424 3.07341
58 C -1.84744 -0.99019 4.45999
59 C -0.87551 -1.69582 5.14292
60 C -0.06274 -2.56406 4.43556
61 C -0.15229 -2.70489 3.04933
62 C 0.64165 -3.85814 2.44914
63 C 1.72462 -3.42819 1.47342
64 C -0.25270 -4.92537 1.80602
65 C -1.03069 -1.85632 2.34960
66 N -1.18845 -1.92339 0.91712
67 B -0.70579 -1.11045 -0.24856
68 N -1.70755 -1.50243 -1.26287
69 C -2.56696 -2.47800 -0.75146
70 C -2.26287 -2.72667 0.52311
71 C -2.19066 -1.01426 -2.53095
72 C -3.23908 -0.07339 -2.51676
73 C -3.93740 0.17869 -3.69170
74 C -3.60621 -0.46859 -4.86980
75 C -2.54095 -1.34682 -4.87616
76 C -1.81068 -1.63851 -3.72256
77 C -0.60382 -2.54965 -3.91865
78 C 0.61810 -1.67270 -4.21562
79 C -0.29520 -3.57907 -2.83060
80 C -3.67762 0.65042 -1.25437
81 C -4.96567 0.04748 -0.68765
82 C -3.86616 2.15116 -1.49355
83 H -4.16601 1.51486 2.34418
84 H -2.66077 1.56104 3.26328
85 H -4.09598 0.81596 3.95905
86 H -2.93145 -0.25892 1.35611
87 H -4.61946 -1.48746 3.58102
88 H -4.22583 -2.27213 2.04737
89 H -5.25075 -0.83673 2.05644
90 H -2.54374 -0.36684 5.00858
91 H -0.77793 -1.60361 6.21828
92 H 0.64166 -3.19254 4.97056
93 H 1.13086 -4.33469 3.30363
94 H 1.30085 -2.86157 0.64908
95 H 2.23577 -4.29239 1.04514
96 H 2.48478 -2.80468 1.95096
97 H -0.56963 -4.62406 0.80737
98 H -1.14204 -5.12763 2.40889
99 H 0.31034 -5.85696 1.70801
100 H -3.33928 -2.91881 -1.36143
101 H -2.73890 -3.40834 1.20777
102 H -4.75768 0.88687 -3.68179
103 H -4.16070 -0.27269 -5.78000
104 H -2.25073 -1.83115 -5.80291
105 H -0.82261 -3.11547 -4.82922
106 H 0.89694 -1.09001 -3.33701
107 H 0.40760 -0.98068 -5.03478
108 H 1.48486 -2.28353 -4.48094
109 H 0.11690 -3.11651 -1.93285
110 H 0.45645 -4.27759 -3.20751
111 H -1.18392 -4.14924 -2.55523
112 H -2.88869 0.52957 -0.51174
113 H -5.76019 0.07767 -1.43911
114 H -5.30318 0.61471 0.18565
115 H -4.81963 -0.99196 -0.38466
116 H -4.71912 2.34973 -2.14839
117 H -2.98214 2.60131 -1.94608
118 H -4.05728 2.65540 -0.54637

Results of the Mulliken charge analysis, in e, for atoms 1 through 5: atom 1 (Ti): -0.839, atom 2 (C): -0.308, atom 3 (C): -1.194, atom 4 (N): 1.199, atom 5 (C): -0.841

[4]
Computed, not measured: 2 unconnected molecules or ions with the total composition C4H12 in a non-equilibrium geometry, with ωB97M-V/def2-TZVPD.

For the HOMO-LUMO gap, the calculation gives 12.70 eV. Its SMILES is CC.CC. As for the energy above the lowest of the compared OMol25 structures with the same formula, charge and spin: 30.6 kJ/mol. For the total energy, the calculation gives -4342.21153 eV.

Element x y z (Å)
1 C 0.27896 -1.98563 -1.94362
2 C -0.07866 -2.76804 -0.66471
3 H -0.62633 -1.71118 -2.48298
4 H 0.68203 -1.02286 -1.62868
5 H 0.92860 -2.54131 -2.60990
6 H -1.15901 -2.87989 -0.53892
7 H 0.29036 -2.33148 0.25839
8 H 0.30092 -3.78382 -0.73878
9 C -0.12587 2.85526 1.89658
10 C -0.01303 1.94159 0.68259
11 H -0.54233 3.83597 1.68126
12 H -0.93851 2.44855 2.50898
13 H 0.81638 2.93234 2.42688
14 H 0.16174 0.93547 1.07464
15 H 0.87843 2.14452 0.08502
16 H -0.85368 1.93050 -0.00676

Results of the Mulliken charge analysis, in e, for atoms 1 through 5: atom 1 (C): -0.697, atom 2 (C): -0.819, atom 3 (H): 0.252, atom 4 (H): 0.175, atom 5 (H): 0.283

[5]
Computed, not measured: 2 unconnected molecules or ions with the total composition C5H7N3 in a non-equilibrium geometry, with ωB97M-V/def2-TZVPD.

For the HOMO-LUMO gap, the calculation gives 7.94 eV. As for the energy above the lowest of the compared OMol25 structures with the same formula, charge and spin: 926.9 kJ/mol. For the total energy, the calculation gives -9759.78082 eV.

Element x y z (Å)
1 C 1.46131 -0.42923 -0.23949
2 C 0.05232 -0.71987 0.04331
3 C -0.95940 0.15846 -0.13490
4 C -2.33205 -0.27519 -0.02879
5 C -3.37450 -0.91239 -0.01497
6 H 1.61664 0.60820 1.53626
7 H 2.87897 0.61329 0.66951
8 H 3.38360 -0.95764 -0.63695
9 H -0.13518 -1.83754 0.03546
10 H -0.16615 2.06697 -0.39469
11 H -1.33945 2.05040 0.55836
12 H -4.30300 -1.36990 0.00883
13 N 1.84934 0.79545 0.43383
14 N 2.30023 -1.25385 -0.76812
15 N -0.93269 1.46283 -1.06764

Results of the Mulliken charge analysis, in e, for atoms 1 through 5: atom 1 (C): 0.496, atom 2 (C): -0.624, atom 3 (C): 0.007, atom 4 (C): -0.328, atom 5 (C): 0.105

[6]
Computed, not measured: C2H5BrS in the gas phase in a non-equilibrium geometry, with ωB97M-V/def2-TZVPD.

For the HOMO-LUMO gap, the calculation gives 10.17 eV. Its SMILES is C[C@H](S)Br. As for the energy above the lowest of the compared OMol25 structures with the same formula, charge and spin: 22.7 kJ/mol. For the total energy, the calculation gives -83032.17564 eV.

Element x y z (Å)
1 C 0.28797 -0.58683 -0.03286
2 C -0.90721 0.15301 0.61470
3 S -1.31750 1.83394 -0.31973
4 Br -0.58886 0.63996 2.50840
5 H 0.15013 -1.25446 -0.83087
6 H 1.12045 0.17604 -0.24583
7 H 0.81290 -1.14242 0.70798
8 H -1.88235 -0.40909 0.60228
9 H -1.50419 1.25306 -1.52245

Results of the Mulliken charge analysis, in e, for atoms 1 through 5: atom 1 (C): -1.060, atom 2 (C): -0.217, atom 3 (S): -0.170, atom 4 (Br): -0.128, atom 5 (H): 0.370

Q: Which of these has the highest energy above the lowest of the compared OMol25 structures with the same formula, charge and spin?
A: C5H7N3

Q: Which of these has the lowest energy above the lowest of the compared OMol25 structures with the same formula, charge and spin?
A: C2H2NO3

Q: Look up the energy above the lowest of the compared OMol25 structures with the same formula, charge and spin of the fifth one.
A: 926.9 kJ/mol